# 1
{"formula": "H28O14", "method": "the ωB97M-V functional and the def2-TZVPD basis", "symbols": ["O", "O", "O", "O", "O", "O", "O", "O", "O", "O", "O", "O", "O", "O", "H", "H", "H", "H", "H", "H", "H", "H", "H", "H", "H", "H", "H", "H", "H", "H", "H", "H", "H", "H", "H", "H", "H", "H", "H", "H", "H", "H"], "xyz": [[7.34811, -14.89732, -9.94138], [9.70322, -12.59920, -9.26586], [6.83508, -14.04792, -5.40588], [5.24238, -12.29684, -11.32481], [10.76174, -14.39889, -11.34608], [7.64765, -15.67683, -7.23955], [5.90908, -15.52707, -12.16201], [8.76736, -17.35989, -9.71243], [4.42905, -16.33901, -9.75908], [5.87516, -17.67258, -7.84489], [9.02266, -13.78045, -13.23232], [7.37593, -11.83199, -8.34069], [7.80013, -12.07208, -11.37266], [5.18033, -13.80826, -8.53939], [7.89658, -12.01122, -7.57445], [8.96922, -16.56742, -9.24101], [7.24535, -16.55814, -7.17986], [4.83712, -11.70392, -10.68889], [6.38249, -15.07044, -11.45866], [9.88030, -12.43061, -8.35127], [4.74898, -14.32942, -7.84958], [8.43252, -15.69069, -6.70927], [8.72434, -12.59931, -9.29053], [7.80913, -14.08573, -10.11947], [5.34412, -17.45796, -7.10327], [4.61083, -15.51366, -9.40290], [6.15856, -12.08793, -11.30486], [10.53320, -14.44107, -10.41591], [6.61879, -12.41751, -8.23018], [5.54919, -17.27275, -8.62777], [10.09596, -13.89814, -11.81098], [9.48372, -17.90077, -9.91791], [4.54260, -13.93209, -9.20442], [5.76742, -16.35363, -11.75288], [9.08258, -13.23718, -14.00722], [8.72599, -11.95527, -11.26616], [7.21462, -14.86433, -9.00185], [8.14983, -13.84311, -12.94882], [7.60269, -11.37868, -12.01876], [3.90879, -16.79406, -9.11742], [6.59438, -14.52142, -4.59473], [6.87369, -14.72946, -6.06415]], "lowdin_charge": [-0.029, -0.052, -0.064, -0.032, -0.068, -0.043, -0.051, -0.016, 0.020, -0.003, -0.003, -0.028, -0.037, -0.010, 0.036, -0.009, 0.042, 0.041, -0.026, 0.034, 0.073, 0.073, -0.014, 0.010, 0.036, -0.035, -0.058, -0.001, 0.019, -0.012, -0.041, 0.005, 0.021, -0.008, 0.059, 0.042, -0.004, 0.005, 0.092, 0.051, 0.045, -0.058], "multiplicity": 1, "de_lowest_ev": 2.954, "orbital_gap_ev": 9.53, "homo_energy_ha": -0.3668, "charge": 0, "largest_force_ha_per_bohr": 0.0546}



# 2
{"formula": "C14H23N2O5", "method": "the ωB97M-V functional and the def2-TZVPD basis", "symbols": ["O", "O", "O", "O", "O", "N", "N", "C", "C", "C", "C", "C", "C", "C", "C", "C", "C", "C", "C", "C", "C", "H", "H", "H", "H", "H", "H", "H", "H", "H", "H", "H", "H", "H", "H", "H", "H", "H", "H", "H", "H", "H", "H", "H"], "xyz": [[-0.62638, -3.94782, -1.50181], [-2.47287, 1.71629, 4.49933], [0.80108, -2.13766, -2.60009], [-0.10147, 3.71332, 3.37255], [-1.92679, -3.23326, 0.05371], [-0.83561, 1.35772, 2.47861], [-0.94742, -3.15052, -0.66078], [2.38770, -2.33185, -5.97708], [0.17132, 3.54970, 1.99862], [-0.11774, -1.98189, -0.44964], [-3.14139, 1.39595, 3.29824], [1.47540, -2.68402, -4.81028], [-0.22817, -1.35223, 0.77863], [-0.78815, 2.46373, 1.49762], [0.75891, -1.49994, -1.44662], [1.37290, 0.27089, 0.09443], [0.50090, -0.21174, 1.07168], [0.36479, 0.47082, 2.40465], [1.50286, -0.35142, -1.12774], [1.66360, -1.71382, -3.64942], [-2.12076, 0.62002, 2.46129], [1.21891, 3.25714, 1.84573], [-1.96377, -0.34517, 2.94311], [2.19581, 0.04990, -1.84845], [2.70476, -1.73182, -3.30425], [2.23655, -3.03443, -6.79077], [-2.46314, 0.46047, 1.43952], [0.27700, -0.26807, 3.20337], [1.68659, -3.69271, -4.45486], [-0.01011, 4.47057, 1.43467], [-0.48558, 2.08114, 0.52220], [-0.89576, -1.80127, 1.49827], [-1.78763, 2.89254, 1.42298], [0.32804, 4.50475, 3.71122], [0.43187, -2.65536, -5.12511], [2.17574, -1.33072, -6.34571], [-3.07987, 2.12280, 5.12535], [1.24467, 1.08392, 2.60286], [1.97883, 1.14193, 0.29739], [1.40483, -0.69219, -3.95659], [3.43222, -2.37545, -5.67763], [-3.47623, 2.30810, 2.78646], [-4.01498, 0.76013, 3.47478], [-0.83145, 1.83152, 3.40958]], "lowdin_charge": [0.138, -0.045, -0.010, -0.042, 0.076, -0.101, -0.347, -0.099, -0.207, -0.043, -0.204, -0.219, 0.044, -0.078, -0.188, -0.023, -0.216, -0.050, 0.026, -0.185, -0.088, 0.120, 0.137, 0.116, 0.139, 0.077, 0.151, 0.151, 0.121, 0.137, 0.136, 0.124, 0.138, 0.117, 0.119, 0.075, 0.118, 0.138, 0.121, 0.138, 0.076, 0.126, 0.138, 0.149], "multiplicity": 1, "orbital_gap_ev": 9.12, "homo_energy_ha": -0.4436, "smiles": "CCCOc1ccc(C[NH+](CCO)CCO)cc1[N+](=O)[O-]", "charge": 1, "largest_force_ha_per_bohr": 0.0182}



# 3
{"formula": "C13H21N4O5V", "method": "the ωB97M-V functional and the def2-TZVPD basis", "symbols": ["V", "O", "O", "O", "O", "O", "N", "N", "N", "N", "C", "C", "C", "C", "C", "C", "C", "C", "C", "C", "C", "C", "C", "H", "H", "H", "H", "H", "H", "H", "H", "H", "H", "H", "H", "H", "H", "H", "H", "H", "H", "H", "H", "H"], "xyz": [[-1.76154, -0.77167, -1.04464], [-0.38797, -1.36246, -2.43801], [-0.84948, 1.10026, -1.77191], [-2.26242, -2.56297, 0.03208], [-2.65509, 0.71072, 0.06906], [1.24894, 0.04946, 0.89757], [-0.51191, -1.34191, 0.51580], [-2.36802, 2.69323, 1.10070], [1.82054, -1.10113, -2.81504], [0.96690, -1.76882, 2.24846], [-1.68572, 3.97205, 1.25592], [-2.08716, 1.82060, 0.14968], [0.23581, -2.87657, 2.56833], [2.15663, -1.39217, 3.00325], [-3.35344, 2.36965, 2.13014], [0.51473, 0.83215, -2.09511], [-1.26851, -2.42738, 0.79965], [0.63184, -0.63644, -2.47663], [0.59344, -0.95645, 1.17830], [-0.87166, -3.25715, 1.89843], [-1.00786, 2.18547, -0.86296], [1.98068, -2.50061, -3.20035], [3.01532, -0.27302, -2.89558], [-2.41010, 4.71994, 1.57205], [1.05850, -3.03906, -3.01695], [-4.23512, 2.99991, 2.01352], [2.30174, -2.10186, 3.81293], [0.83976, 1.46731, -2.92277], [3.23912, -0.00729, -3.93008], [2.23784, -2.57146, -4.25756], [-0.90797, 3.89998, 2.01826], [2.78368, -2.94289, -2.61194], [-3.64332, 1.32836, 2.04964], [3.03159, -1.39463, 2.35621], [-1.43419, -4.13576, 2.17123], [-2.91593, 2.55005, 3.11145], [2.91728, 0.63345, -2.30718], [1.14253, 0.99623, -1.21634], [-0.07319, 2.36883, -0.32968], [2.04055, -0.39093, 3.41222], [-1.23897, 4.30983, 0.32641], [0.60473, -3.44375, 3.41237], [3.85738, -0.83531, -2.49614], [-1.28994, 3.08424, -1.41478]], "lowdin_charge": [1.025, -0.039, -0.178, -0.061, -0.032, 0.030, 0.083, -0.114, -0.109, -0.045, -0.007, -0.365, -0.033, -0.007, 0.007, -0.086, -0.476, -0.373, -0.492, 0.031, -0.069, 0.009, -0.005, 0.104, 0.095, 0.106, 0.091, 0.155, 0.109, 0.106, 0.110, 0.101, 0.094, 0.097, 0.119, 0.103, 0.089, 0.113, 0.142, 0.097, 0.086, 0.133, 0.103, 0.150], "s2": 0.77, "multiplicity": 2, "de_lowest_ev": 0.017, "orbital_gap_ev": [7.67, 7.13], "homo_energy_ha": [-0.3605, -0.3403], "charge": 1, "largest_force_ha_per_bohr": 0.0098}



# 4
{"formula": "C3H6O2S", "method": "the ωB97M-V functional and the def2-TZVPD basis", "symbols": ["S", "O", "O", "C", "C", "C", "H", "H", "H", "H", "H", "H"], "xyz": [[1.95896, -0.40970, -0.44519], [-2.46711, -0.14004, 0.34821], [-0.57065, -0.16511, 1.47942], [0.83974, 0.98382, -0.65469], [-0.49424, 0.52650, -0.77064], [-1.28776, 0.06117, 0.35530], [0.22541, -2.51161, -0.29862], [1.20421, 1.54509, -1.52467], [1.03531, 1.75455, 0.10457], [-1.24450, -0.28205, 2.17153], [0.38019, -2.93286, 0.29604], [-1.04641, 0.56764, -1.69873]], "lowdin_charge": [0.638, 0.128, 0.059, -0.728, 0.022, -0.573, -0.015, 0.072, 0.091, 0.136, 0.036, 0.132], "multiplicity": 1, "de_lowest_ev": 4.460, "orbital_gap_ev": 5.96, "homo_energy_ha": -0.3252, "charge": 0, "largest_force_ha_per_bohr": 0.0900}



# 5
{"formula": "C5H15N2", "method": "the ωB97M-V functional and the def2-TZVPD basis", "symbols": ["N", "N", "C", "C", "C", "C", "C", "H", "H", "H", "H", "H", "H", "H", "H", "H", "H", "H", "H", "H", "H", "H"], "xyz": [[0.05456, 0.68503, -0.56162], [2.11370, -0.84093, 0.32383], [0.91340, 1.24108, 0.52850], [-1.08509, -1.54580, -0.71915], [-1.19264, -0.15528, -0.13567], [1.51790, 0.07861, 1.27779], [-2.40544, 0.61109, -0.61151], [-0.34328, 1.37573, -1.19220], [1.62609, 1.91702, 0.06711], [2.99204, -0.47107, -0.02180], [-2.42364, 1.61363, -0.19891], [-0.70415, -1.58691, -1.74148], [0.71506, -0.37977, 1.85054], [2.20778, 0.47833, 2.03841], [-2.07271, -2.01772, -0.71982], [-1.15538, -0.16441, 0.94907], [0.25179, 1.82430, 1.17225], [-0.43675, -2.19212, -0.13079], [2.31800, -1.73526, 0.75125], [-3.29891, 0.06840, -0.33156], [-2.41699, 0.66833, -1.70119], [0.66614, 0.06459, -1.10190]], "lowdin_charge": [0.059, 0.021, -0.120, -0.039, -0.348, -0.252, -0.040, 0.163, 0.136, 0.094, 0.092, 0.098, 0.113, 0.133, 0.099, 0.134, 0.140, 0.081, 0.094, 0.098, 0.101, 0.143], "multiplicity": 1, "de_lowest_ev": 0.206, "orbital_gap_ev": 11.37, "homo_energy_ha": -0.5185, "smiles": "CC(C)[NH2+]CCN", "charge": 1, "largest_force_ha_per_bohr": 0.0204}



# 6
{"formula": "C3H10NOP", "method": "the ωB97M-V functional and the def2-TZVPD basis", "symbols": ["P", "O", "N", "C", "C", "C", "H", "H", "H", "H", "H", "H", "H", "H", "H", "H"], "xyz": [[2.08587, 0.46177, 0.55985], [-2.45333, -0.31137, 0.00572], [1.31990, -0.77043, -0.28085], [-2.17557, 1.02945, 0.29575], [1.59974, 1.70278, -0.41609], [0.93019, -2.07878, 0.15286], [-2.82658, 1.57584, -0.26032], [1.15157, 1.47061, -1.34037], [1.22224, -2.90894, -0.53649], [-1.19680, 1.30222, -0.06395], [-1.64816, -0.80648, 0.34437], [1.15577, -0.43678, -1.24492], [1.77864, 2.68853, -0.19114], [1.48229, -2.21477, 1.14703], [-2.27122, 1.52362, 1.43047], [-0.15458, -2.22728, 0.39807]], "lowdin_charge": [0.684, -0.120, -0.394, -0.200, -0.347, -0.187, 0.029, -0.007, 0.087, 0.037, 0.072, 0.074, -0.022, 0.086, 0.140, 0.067], "s2": 2.01, "multiplicity": 3, "de_lowest_ev": 2.196, "orbital_gap_ev": [6.50, 7.86], "homo_energy_ha": [-0.2079, -0.3564], "charge": 0, "largest_force_ha_per_bohr": 0.1281}